1.
12
Properties=species:S:1:pos:R:3:forces:R:3:nbo_charge:R:1 method="wB97M-V/def2-TZVPD" total_energy_ha=-2621.39624 homo_energy_ev=-9.2 smiles=[O-][n+]1c(Cl)c(Cl)c(Cl)c(Cl)c1Cl largest_force_ev_per_a=2.76 homo_lumo_gap_ha=0.3199 multiplicity=1
O -2.02814 1.36978 0.98299 -2.1 1.8 0.4 -0.47
Cl 2.23754 -1.80123 -1.17679 -1.0 0.7 0.6 0.05
Cl 0.92413 0.38852 -3.00303 -0.7 0.0 1.7 0.07
Cl 1.43614 -1.96509 1.97772 -0.6 0.8 -1.5 0.07
Cl -1.27238 2.30225 -1.75231 -0.1 -1.0 1.3 0.09
Cl -1.03759 -0.48116 2.95548 0.2 1.1 -2.1 0.07
C 0.94687 -0.77675 -0.51217 1.6 -0.6 -0.8 -0.08
C 0.36286 0.21527 -1.31525 0.6 -0.8 -0.7 -0.05
C 0.60276 -0.88858 0.82267 0.3 -0.7 0.8 -0.05
C -0.64523 0.99088 -0.77551 0.7 0.7 -1.7 0.09
C -0.45765 -0.12951 1.29112 0.9 -1.8 1.9 0.13
N -1.06932 0.77561 0.50509 0.1 -0.3 0.1 0.09

=====

2.
15
Properties=species:S:1:pos:R:3:forces:R:3:nbo_charge:R:1 method="wB97M-V/def2-TZVPD" total_energy_ha=-196.38446 homo_energy_ev=-7.9 de_lowest_kcal_mol=77.77 largest_force_ev_per_a=3.83 homo_lumo_gap_ha=0.3369 multiplicity=1
C 1.90482 -0.05192 0.30789 0.4 -0.2 0.0 -0.65
C 0.48074 0.10516 0.69118 -1.6 2.8 -2.0 -0.19
C -0.50646 -0.98895 0.40510 -0.4 -0.3 0.1 -0.43
C -1.61892 -0.08056 -0.13086 -0.1 -0.2 0.0 -0.42
C -0.66400 1.01305 -0.59265 0.5 -0.8 -0.5 -0.42
H 2.49731 0.86590 0.37478 -0.2 -0.1 0.0 0.22
H 2.35224 -0.78283 0.99658 0.1 0.1 -0.1 0.22
H 2.00601 -0.47039 -0.70707 0.1 0.1 0.2 0.19
H 0.04770 1.12530 0.87606 0.8 -0.9 2.2 0.27
H -0.11907 -1.62636 -0.40957 -0.1 0.2 0.2 0.19
H -0.76242 -1.63699 1.24894 0.0 -0.1 -0.1 0.20
H -2.24762 0.28071 0.69267 0.1 0.0 -0.2 0.20
H -2.26888 -0.50610 -0.89984 0.0 0.0 0.1 0.21
H -1.04100 2.05711 -0.56483 0.6 -0.5 0.4 0.21
H -0.16542 0.83238 -1.53786 -0.1 -0.2 -0.3 0.20

=====

3.
15
Properties=species:S:1:pos:R:3:forces:R:3:nbo_charge:R:1 method="wB97M-V/def2-TZVPD" total_energy_ha=-196.47295 homo_energy_ev=-9.6 de_lowest_kcal_mol=22.24 smiles="C=CCCC" largest_force_ev_per_a=0.72 homo_lumo_gap_ha=0.4020 multiplicity=1
C -0.52156 2.13002 0.20161 0.1 -0.6 0.2 -0.61
C -0.85381 0.68959 -0.26811 0.0 0.2 0.6 -0.40
C 0.38233 -0.17000 -0.57455 0.0 -0.2 -0.1 -0.44
C 0.21793 -1.59701 -0.15003 0.0 0.1 -0.1 -0.16
C 1.02720 -2.25072 0.66529 -0.1 -0.7 0.2 -0.41
H -0.82792 2.30536 1.23347 -0.2 0.0 0.0 0.21
H 0.55825 2.29081 0.19969 -0.1 0.2 -0.3 0.20
H -1.02499 2.85617 -0.42408 0.1 0.3 -0.1 0.21
H -1.41938 0.17267 0.52076 0.0 0.2 -0.2 0.20
H -1.51589 0.75775 -1.12676 0.0 -0.2 -0.2 0.20
H 1.27054 0.25031 -0.09980 0.0 0.0 0.1 0.20
H 0.58479 -0.20120 -1.64863 0.0 0.3 -0.1 0.21
H -0.63447 -2.11479 -0.58803 0.1 0.0 0.1 0.19
H 1.88694 -1.81811 1.15402 0.1 0.3 -0.1 0.19
H 0.87006 -3.30085 0.90515 -0.1 0.2 -0.1 0.20